Below is a 5-piece molecular cluster, H11NO4 overall, with properties calculated with ωB97M-V/def2-TZVPD.

Geometry (Å):
N1 2.3674 -2.0424 -0.6655
H1 3.3246 -2.3304 -0.5771
H2 2.1296 -1.7592 0.2794
H3 1.9100 -2.9513 -0.7758
O1 -2.3708 1.6007 -0.1212
H4 -2.7225 2.4694 0.0157
H5 -1.4473 1.8171 -0.3394
O2 0.5358 3.2905 -0.1054
H6 0.9031 3.5577 0.7271
H7 0.9872 2.6167 -0.5810
O3 0.8423 0.0333 -2.2419
H8 0.1065 -0.3540 -2.7418
H9 1.0972 -0.7086 -1.6354
O4 -2.2674 -1.4638 2.9244
H10 -3.0343 -1.5695 2.3344
H11 -2.3615 -2.2063 3.5036

LUMO in eV: 0.6
2S+1: 1
Energy in eV: -9858.5428
Structure (SMILES): N.O.O.O.O
Frontier orbital gap in eV: 11.505
Relative energy (zero: lowest compared OMol25 entry of this formula, charge and spin) in kcal per mole: 27.1

Below is C28H43Cl2N2PRu as an isolated structure, with properties calculated with ωB97M-V/def2-TZVPD.

Geometry (Å):
P1 0.0941 -0.5695 -0.2467
C1 1.6946 -0.0223 -1.2024
C2 1.9582 -0.5902 -2.6061
C3 3.2976 -0.1061 -3.1856
C4 3.5969 1.3921 -3.0165
C5 3.2152 1.9549 -1.6439
C6 1.8320 1.4968 -1.1647
C7 -1.3749 0.2757 -1.0765
C8 -1.2215 0.3510 -2.6002
C9 -2.5067 0.8524 -3.2642
C10 -3.0056 2.1807 -2.6781
C11 -2.9964 2.2368 -1.1458
C12 -1.7235 1.6509 -0.5030
C13 -0.0821 -2.3263 -0.9555
C14 1.0713 -3.2445 -0.5312
C15 1.0689 -4.4972 -1.4190
C16 -0.2726 -5.2520 -1.3640
C17 -1.5063 -4.3404 -1.4976
C18 -1.3832 -3.0711 -0.6478
H1 2.4737 -0.4331 -0.5365
H2 1.1404 -0.3262 -3.2922
H3 1.9833 -1.6877 -2.5691
H4 3.3334 -0.3664 -4.2519
H5 4.1069 -0.6689 -2.7011
H6 4.6705 1.5462 -3.1736
H7 3.0770 1.9579 -3.8008
H8 3.9599 1.6274 -0.9045
H9 3.2453 3.0513 -1.6671
H10 1.6964 1.8370 -0.1329
H11 1.0444 1.9706 -1.7707
H12 -2.2030 -0.4081 -0.8167
H13 -3.2870 0.0866 -3.1473
H14 -0.9642 -0.6304 -3.0228
H15 -0.3916 1.0303 -2.8499
H16 -2.3315 0.9678 -4.3429
H17 -4.0212 2.3643 -3.0465
H18 -2.3820 2.9952 -3.0726
H19 -3.1106 3.2800 -0.8259
H20 -3.8673 1.6894 -0.7574
H21 -1.8551 1.5801 0.5835
H22 -0.8873 2.3485 -0.6661
H23 -0.0405 -2.1763 -2.0475
H24 2.0508 -2.7436 -0.5762
H25 0.9182 -3.5295 0.5244
H26 1.2563 -4.1951 -2.4627
H27 1.8841 -5.1719 -1.1280
H28 -0.3351 -5.7960 -0.4101
H29 -0.2941 -6.0200 -2.1470
H30 -2.4016 -4.9020 -1.1990
H31 -1.6416 -4.0569 -2.5526
H32 -2.2719 -2.4399 -0.7674
H33 -1.3631 -3.3593 0.4132
Ru1 0.0974 -0.4170 1.9567
Cl1 -2.0894 -1.3447 1.8840
Cl2 2.4403 -0.2024 1.8945
C19 -0.6263 1.1410 2.6759
H34 -1.4900 0.8668 3.3428
C20 -0.3981 2.5768 2.8250
C21 -1.0158 3.2849 3.8986
C22 -1.1147 4.6637 3.8321
C23 -0.5909 5.3549 2.7213
C24 0.1271 4.6691 1.7332
C25 0.2909 3.2892 1.8263
H35 -1.4433 2.7186 4.7275
H36 -1.6146 5.2131 4.6324
H37 0.5573 5.2065 0.8826
H38 0.9135 2.7256 1.1332
H39 -0.7297 6.4346 2.6370
N1 -0.7113 -1.9442 4.5354
C26 -0.4905 -1.9647 5.8676
C27 0.7471 -1.3674 6.0750
C28 1.2399 -1.0110 4.8095
N2 0.3142 -1.3329 3.8738
H40 -1.5384 -2.2597 4.0262
H41 -1.2216 -2.3609 6.5541
H42 1.2351 -1.1818 7.0156
H43 2.1639 -0.5513 4.5066

⟨S²⟩: 8.789
Charge: -1
LUMO (alpha / beta) in eV: 2.8 / 2.8
2S+1: 6
Energy in eV: -69629.5851
Frontier orbital gap (alpha / beta) in eV: 4.770 / 7.069
Relative energy (zero: lowest compared OMol25 entry of this formula, charge and spin) in kcal per mole: 0.0

Computed maximum force, in the same sequence as the records: 2.17; 5.87 eV/A.